No. 1
Density functional theory data (wB97M-V/def2-TZVPD) for a cluster of 3 separate species, C4H14NO in total.

Bonds (Å) are listed after each position.
Cartesian coordinates (Å):
1 C 2.887 -1.141 1.041  C2 1.486, H6 1.089, H7 1.099, H15 1.117
2 C 2.786 -0.305 -0.183  C1 1.486, C3 1.484, H8 1.102, H9 1.154
3 C 2.066 0.975 0.029  C2 1.484, C4 1.498, H10 1.125, H11 1.108
4 C 1.307 1.440 -1.176  C3 1.498, H12 1.132, H13 1.094, H14 1.085
5 N -7.696 -0.051 0.058  H16 1.009, H17 1.010, H18 1.013
6 H 3.407 -2.084 0.876  C1 1.089
7 H 3.332 -0.620 1.901  C1 1.099
8 H 3.761 -0.204 -0.689  C2 1.102
9 H 2.089 -0.891 -0.892  C2 1.154
10 H 1.295 0.798 0.830  C3 1.125
11 H 2.681 1.774 0.489  C3 1.108
12 H 0.568 0.600 -1.348  C4 1.132
13 H 1.915 1.537 -2.080  C4 1.094
14 H 0.829 2.402 -1.017  C4 1.085
15 H 1.842 -1.391 1.346  C1 1.117
16 H -7.035 0.484 0.602  N5 1.009
17 H -7.406 -1.016 -0.021  N5 1.010
18 H -8.605 0.003 0.500  N5 1.013
19 H -0.418 -1.432 -0.161  O20 0.983
20 O 0.394 -0.881 -0.106  H19 0.983

**ΔE to the lowest compared entry with this formula, charge and spin**: 8.785 eV
**Frontier orbital gap**: 1.17 eV
**E_HOMO**: -11.51 eV
**Net charge**: +1

***

No. 2
Density functional theory data (wB97M-V/def2-TZVPD) for a cluster of 3 separate species, C4H14NO2 in total.

Bonds (Å) are listed after each position.
Cartesian coordinates (Å):
1 C 0.168 -2.889 -0.067  C2 1.539, H6 1.097, H7 1.101, H8 1.087
2 C -0.613 -1.631 0.352  C1 1.539, C3 1.561, H9 1.086, H10 1.104
3 C 0.264 -0.421 -0.101  C2 1.561, N5 1.493, H11 1.089, H12 1.102
4 C -1.473 1.298 0.127  N5 1.339, H13 1.085, H14 1.082
5 N -0.241 0.875 0.439  C3 1.493, C4 1.339, H15 1.045
6 H -0.241 -3.907 -0.076  C1 1.097
7 H 0.999 -3.178 0.593  C1 1.101
8 H 0.713 -2.514 -0.930  C1 1.087
9 H -0.850 -1.451 1.397  C2 1.086
10 H -1.441 -1.526 -0.370  C2 1.104
11 H 0.520 -0.293 -1.152  C3 1.089
12 H 1.185 -0.585 0.482  C3 1.102
13 H -1.764 1.368 -0.916  C4 1.085
14 H -2.201 1.605 0.865  C4 1.082
15 H 0.297 1.154 1.290  N5 1.045
16 H 1.977 1.401 2.825  O18 0.964
17 H 1.518 2.771 2.550  O18 0.969
18 O 1.203 1.858 2.476  H16 0.964, H17 0.969
19 H -0.373 2.643 -3.050  O21 0.966
20 H 0.508 1.719 -3.717  O21 0.965
21 O -0.157 1.702 -3.017  H19 0.966, H20 0.965

**Spin multiplicity**: 2
**ΔE to the lowest compared entry with this formula, charge and spin**: 0.984 eV
**Frontier orbital gap (spin up / spin down)**: 6.03 / 9.10 eV
**<S²>**: 0.753
**E_HOMO (spin up / spin down)**: -5.49 / -8.57 eV
**Net charge**: 0

***

No. 3
Density functional theory data (wB97M-V/def2-TZVPD) for a cluster of 2 separate species, C4H14NO2 in total.

Bonds (Å) are listed after each position.
Cartesian coordinates (Å):
1 C -0.024 1.881 -1.470  C2 1.521, H7 1.074, H8 1.081, H9 1.092
2 C 0.237 1.077 -0.205  C1 1.521, C3 1.538, N6 1.525, H10 1.083
3 C 1.275 -0.036 -0.427  C2 1.538, C4 1.541, O5 1.419, H11 1.092
4 C 0.693 -1.361 -0.958  C3 1.541, H12 1.092, H13 1.082, H14 1.095
5 O 1.937 -0.219 0.815  C3 1.419, H15 0.959
6 N -1.077 0.521 0.334  C2 1.525, H16 1.028, H17 1.053, H18 1.042
7 H -0.120 2.948 -1.398  C1 1.074
8 H 0.725 1.645 -2.213  C1 1.081
9 H -0.934 1.521 -1.956  C1 1.092
10 H 0.665 1.600 0.642  C2 1.083
11 H 2.024 0.309 -1.143  C3 1.092
12 H 1.448 -1.958 -1.475  C4 1.092
13 H 0.128 -1.809 -0.152  C4 1.082
14 H 0.030 -1.092 -1.786  C4 1.095
15 H 2.061 -1.135 1.069  O5 0.959
16 H -0.922 -0.154 1.095  N6 1.028
17 H -1.711 1.339 0.528  N6 1.053
18 H -1.514 0.107 -0.517  N6 1.042
19 H -1.012 -2.180 3.069  O21 0.969
20 H -2.401 -1.643 2.952  O21 0.966
21 O -1.510 -1.358 3.195  H19 0.969, H20 0.966

**Spin multiplicity**: 2
**ΔE to the lowest compared entry with this formula, charge and spin**: 1.532 eV
**Frontier orbital gap (spin up / spin down)**: 3.96 / 11.37 eV
**<S²>**: 0.751
**E_HOMO (spin up / spin down)**: -3.22 / -11.00 eV
**Net charge**: 0

***

Which of these has the highest ΔE to the lowest compared entry with this formula, charge and spin? C4H14NO

***

The highest net charge belongs to which entry? C4H14NO